1.
Density functional theory data (ωB97M-V with the def2-TZVPD basis set) for a structure of composition C30H47AuN3SbSi3.

Properties
⟨S²⟩: 2.01
total charge: +2
E_LUMO (spin up / spin down): -6.14 / -7.35 eV
multiplicity: 3
HOMO (spin up / spin down): -12.19 / -13.60 eV

Each line ends with the Löwdin spin population.
CARTESIAN COORDINATES (ANGSTROEM)
Au1 0.06596 0.61909 -0.04321  0.554
C1 -0.13778 0.63946 4.32280  0.005
C2 1.01498 -0.05675 4.65242  0.000
C3 1.87221 -0.48352 3.65307  0.007
C4 1.56981 -0.18762 2.33100  0.013
N1 0.43753 0.48683 2.03453  0.117
C5 -0.40778 0.88181 2.98796  0.010
C6 2.42505 -0.53385 1.17612  0.016
C7 3.76376 -0.88091 1.21998  -0.002
C8 4.45551 -1.05916 0.03207  0.012
C9 3.82027 -0.83350 -1.17667  -0.002
C10 2.47903 -0.48871 -1.18580  0.016
N2 1.79874 -0.44660 -0.01872  0.065
C11 1.67539 -0.11578 -2.36728  0.012
C12 2.04256 -0.37071 -3.68118  0.007
C13 1.21982 0.05492 -4.70828  0.000
C14 0.03565 0.71268 -4.41462  0.005
C15 -0.29707 0.91879 -3.08803  0.010
N3 0.51445 0.52141 -2.10704  0.118
H1 -0.81788 1.00013 5.08117  0.001
H2 1.24423 -0.26945 5.68809  0.000
H3 2.76729 -1.03979 3.89557  0.001
H4 -1.28183 1.41748 2.63768  0.002
H5 4.27572 -0.97950 2.16709  0.000
H6 5.50515 -1.31582 0.05059  0.001
H7 4.37554 -0.89689 -2.10224  0.000
H8 2.96003 -0.90198 -3.89470  0.001
H9 1.49984 -0.12913 -5.73672  0.000
H10 -0.61895 1.07380 -5.19466  0.001
H11 -1.19825 1.42503 -2.76405  0.002
C16 -2.41814 -5.37034 2.06675  0.031
Si1 -1.34136 -3.86515 2.14825  0.056
C17 -1.70341 -2.80030 3.61854  0.000
C18 0.46754 -4.25246 1.99831  0.000
Sb1 -1.93398 -2.49879 0.06760  0.630
Si2 -1.13078 -3.78368 -1.99093  0.056
C19 0.71848 -3.68127 -1.96534  0.002
C20 -1.87535 -2.96949 -3.47638  0.000
C21 -1.74363 -5.51412 -1.72517  0.031
Si3 -4.34779 -1.68643 0.07385  0.052
C22 -5.32579 -3.26209 0.17303  0.034
C23 -4.55958 -0.76963 -1.51461  -0.001
C24 -4.52760 -0.64885 1.59145  -0.001
H12 -2.19425 -5.97975 2.94874  0.005
H13 -2.22758 -5.98058 1.18488  0.000
H14 -3.48016 -5.12836 2.09649  0.000
H15 -1.61530 -3.39737 4.53053  0.000
H16 -2.71248 -2.39067 3.59346  0.000
H17 -0.99770 -1.97240 3.68903  0.000
H18 0.80437 -4.79734 2.88425  0.000
H19 1.06506 -3.34144 1.91601  0.001
H20 0.67752 -4.88104 1.13198  0.000
H21 1.05235 -2.65364 -2.09034  0.000
H22 1.12980 -4.27002 -2.79018  0.000
H23 1.14088 -4.06834 -1.03800  0.000
H24 -1.49997 -1.95052 -3.60435  0.000
H25 -2.96364 -2.93459 -3.42946  0.000
H26 -1.60476 -3.54345 -4.36729  0.000
H27 -1.17845 -6.02906 -0.94740  0.000
H28 -1.60372 -6.06812 -2.65904  0.005
H29 -2.80344 -5.56067 -1.47386  0.002
H30 -5.05094 -3.99172 -0.58910  0.001
H31 -6.38188 -3.01593 0.02317  0.006
H32 -5.23299 -3.73021 1.15339  0.000
H33 -4.26218 -1.35927 -2.38240  0.000
H34 -3.96695 0.14412 -1.48317  0.000
H35 -5.61086 -0.49719 -1.64216  0.000
H36 -4.32735 -1.21550 2.50023  0.000
H37 -5.55606 -0.28501 1.65440  0.000
H38 -3.85824 0.21000 1.54155  0.000
C25 -2.91765 4.69022 -1.35481  0.000
C26 -3.35241 3.80429 -0.18362  0.001
C27 -4.82276 3.40103 -0.37142  0.001
C28 -3.19627 4.57439 1.13105  0.000
C29 -2.49677 2.59341 -0.14570  0.025
C30 -1.68842 1.68701 -0.10151  0.089
H39 -3.52759 5.59396 -1.37289  0.000
H40 -3.04778 4.17486 -2.30803  0.000
H41 -1.87206 4.98221 -1.25494  0.000
H42 -5.43831 4.30050 -0.43182  0.000
H43 -5.17968 2.80713 0.46584  0.000
H44 -4.96485 2.83656 -1.29020  0.000
H45 -3.81401 5.47272 1.10342  0.000
H46 -2.15972 4.87487 1.28464  0.000
H47 -3.51541 3.97000 1.98160  0.000

2.
Density functional theory data (ωB97M-V with the def2-TZVPD basis set) for a cluster of 3 separate species, CH8NO3 in total.

Properties
total charge: -1
ΔE to the lowest compared entry with this formula, charge and spin: 0.4398 eV
E_LUMO: 4.34 eV
HOMO: -3.61 eV

Each line ends with the Löwdin charge.
CARTESIAN COORDINATES (ANGSTROEM)
N1 -2.03325 0.36822 0.87228  -0.037
C1 -0.78995 -0.46578 0.95516  -0.555
O1 0.27418 0.11026 0.38638  -0.317
H1 -2.24989 0.70620 1.79849  0.013
H2 -1.78724 1.20317 0.34389  0.037
H3 -0.67720 -0.74270 2.03363  0.078
H4 -1.02810 -1.45625 0.48559  0.076
H5 1.85978 1.05543 -0.16063  -0.008
H6 1.99944 1.58920 -1.63729  0.012
O2 2.24294 1.75403 -0.72362  -0.110
H7 0.60615 -0.87064 -0.81854  -0.028
H8 0.45604 -1.78043 -2.07517  -0.007
O3 1.12711 -1.47069 -1.46017  -0.154

3.
Density functional theory data (ωB97M-V with the def2-TZVPD basis set) for an isolated molecule of C4H5Br.

Properties
total charge: 0
structure (SMILES): C=C/C=C/Br
ΔE to the lowest compared entry with this formula, charge and spin: 0.4642 eV
E_LUMO: 0.60 eV
HOMO: -8.95 eV

Each line ends with the Löwdin charge.
CARTESIAN COORDINATES (ANGSTROEM)
C1 -0.35723 -0.61196 -0.03864  -0.172
C2 1.09678 -0.76437 0.05478  -0.215
C3 -0.97720 0.54832 0.08814  0.025
C4 2.02797 0.19930 -0.12461  -0.634
Br1 3.90980 0.06818 -0.00461  0.657
H1 -1.04539 -1.34321 -0.33942  0.080
H2 1.54046 -1.80553 0.38024  0.130
H3 -1.94684 0.69201 -0.18118  0.032
H4 -0.49150 1.32857 0.51673  0.029
H5 1.61602 1.22524 -0.33672  0.069

4.
Density functional theory data (ωB97M-V with the def2-TZVPD basis set) for a structure of composition C24H26AsO4Se2Ta.

Properties
total charge: +2
ΔE to the lowest compared entry with this formula, charge and spin: 0.3292 eV
E_LUMO: -7.53 eV
HOMO: -14.69 eV

Each line ends with the Löwdin charge.
CARTESIAN COORDINATES (ANGSTROEM)
Ta1 -0.33419 0.87785 1.17779  1.138
O1 -5.22023 -0.85227 -0.36890  -0.032
C1 -5.03578 0.36442 0.31416  -0.199
C2 -3.51409 0.54023 0.56335  -0.547
C3 -2.87505 0.55030 -0.81224  -0.125
O2 -1.43023 0.63006 -0.68077  -0.404
C4 -3.08792 -0.67108 1.41828  -0.386
Se1 -1.18529 -1.34180 1.45759  0.780
C5 -3.38280 1.87965 1.30979  -0.405
Se2 -1.64181 2.88829 1.28669  0.778
H1 -6.15995 -1.02936 -0.48705  0.124
H2 -5.55304 0.37438 1.28017  0.150
H3 -5.39576 1.21327 -0.27693  0.142
H4 -3.20959 1.41863 -1.38537  0.158
H5 -3.11586 -0.36627 -1.34794  0.152
H6 -1.01219 0.62105 -1.56417  0.050
H7 -3.62216 -1.54606 1.05316  0.075
H8 -3.33361 -0.51423 2.46630  0.086
H9 -3.61912 1.76719 2.36568  0.085
H10 -4.07507 2.60275 0.88009  0.079
C6 3.20083 5.51487 -1.29620  -0.040
C7 3.04926 4.72789 -2.42972  -0.043
C8 2.51990 3.45066 -2.32436  -0.109
C9 2.15106 2.96097 -1.07342  -0.369
C10 2.30482 3.74682 0.06508  -0.105
C11 2.82917 5.02497 -0.05163  -0.051
As1 1.46318 1.17106 -0.95365  1.346
C12 0.67861 0.82500 -2.68015  -0.407
C13 0.82936 -0.43335 -3.26061  -0.073
C14 0.21200 -0.70383 -4.47273  -0.039
C15 -0.55774 0.26964 -5.09886  -0.038
C16 -0.71060 1.52269 -4.52033  -0.046
C17 -0.09575 1.80645 -3.30735  -0.121
C18 2.93055 -0.04846 -0.79476  -0.386
C19 4.14360 0.27231 -1.39571  -0.075
C20 5.19673 -0.62504 -1.31999  -0.043
C21 5.03710 -1.83191 -0.64954  -0.041
C22 3.82370 -2.15041 -0.05613  -0.054
C23 2.76591 -1.25626 -0.12626  -0.123
H11 3.61112 6.51179 -1.38133  0.121
H12 3.34194 5.10740 -3.39931  0.121
H13 2.39897 2.84400 -3.21338  0.108
H14 2.04656 3.36601 1.04487  0.079
H15 2.95315 5.63567 0.83246  0.118
H16 1.43932 -1.18848 -2.78041  0.110
H17 0.33879 -1.67456 -4.93261  0.122
H18 -1.03033 0.05490 -6.04778  0.122
H19 -1.29017 2.28739 -5.02007  0.121
H20 -0.18284 2.79720 -2.87205  0.118
H21 4.26978 1.21720 -1.91003  0.107
H22 6.14362 -0.38188 -1.78227  0.120
H23 5.86245 -2.52805 -0.58850  0.121
H24 3.70105 -3.09404 0.45817  0.118
H25 1.81414 -1.51864 0.32667  0.070
O3 1.57712 1.18760 1.93018  -0.233
C24 1.18344 1.16973 3.16209  -0.364
O4 -0.03896 0.99298 3.34263  -0.139
H26 1.89099 1.30336 3.98267  0.177

5.
Density functional theory data (ωB97M-V with the def2-TZVPD basis set) for a structure of composition C16H18FN6Pt.

Properties
total charge: +1
ΔE to the lowest compared entry with this formula, charge and spin: 0.6361 eV
E_LUMO: -2.46 eV
HOMO: -10.99 eV

Each line ends with the Löwdin charge.
CARTESIAN COORDINATES (ANGSTROEM)
Pt1 -0.53988 -1.25176 0.13476  0.996
N1 3.54991 -1.60769 1.28617  0.126
C1 3.94979 -1.44188 -0.02050  -0.052
C2 2.80742 -1.33789 -0.75338  -0.092
N2 1.72446 -1.44371 0.07721  -0.015
C3 2.20100 -1.59987 1.29582  -0.270
C4 1.25051 -1.69251 2.38460  -0.250
N3 -0.03022 -1.60248 2.08326  -0.063
C5 -0.73300 -1.67696 3.25930  -0.079
C6 0.14807 -1.82536 4.28383  -0.046
N4 1.40332 -1.83392 3.71524  0.132
H1 4.16614 -1.71555 2.07307  0.165
H2 4.98801 -1.42037 -0.29811  0.122
H3 2.69608 -1.20658 -1.81497  0.117
H4 -1.80668 -1.63752 3.28500  0.118
H5 0.00064 -1.92990 5.34318  0.125
H6 2.26918 -1.92680 4.21759  0.168
C7 -1.13894 4.38075 0.57430  -0.030
N5 0.03855 3.79529 -0.06470  -0.203
C8 1.10228 4.60577 -0.65841  -0.029
C9 0.13387 2.48214 -0.13277  -0.287
N6 0.21411 1.32816 -0.19319  0.138
H7 -1.04332 5.46219 0.53763  0.087
H8 -1.21119 4.07504 1.61815  0.091
H9 -2.05296 4.09711 0.05161  0.089
H10 0.81690 5.65103 -0.58078  0.087
H11 1.23589 4.36060 -1.71175  0.092
H12 2.04620 4.46220 -0.13222  0.091
F1 -1.12138 -0.96901 -5.17971  0.087
C10 -1.48833 -1.09371 -3.89954  -0.268
C11 -1.45640 -2.34458 -3.32010  0.007
C12 -1.84534 -2.46355 -1.99433  -0.051
C13 -2.27017 -1.33956 -1.25326  -0.443
C14 -2.53591 -1.43754 0.18643  -0.228
C15 -2.24417 -0.07658 -1.89277  -0.055
C16 -1.86711 0.04959 -3.21079  0.008
H13 -1.14175 -3.19941 -3.90149  0.127
H14 -1.86546 -3.43759 -1.52297  0.117
H15 -2.84983 -2.41435 0.54681  0.064
H16 -3.11155 -0.62472 0.62246  0.066
H17 -2.53835 0.79637 -1.32509  0.113
H18 -1.85039 1.00509 -3.71557  0.126